# 1
This record from OMol25 describes 2 unconnected molecules or ions with the total composition C7H11NOS at a distorted geometry. The level of theory is ωB97M-V/def2-TZVPD.

```
21
Properties=species:S:1:pos:R:3:forces:R:3
H 1.839 3.150 -1.101 -0.5 -1.0 -0.2
S 2.847 -1.235 0.162 0.3 1.0 -0.2
H 4.768 0.179 1.137 -1.6 -0.1 -0.8
H 0.527 2.142 -1.676 -2.4 -1.0 -2.7
H -2.847 -1.991 1.878 -0.2 -0.4 1.4
H 0.844 -0.542 -1.115 -1.3 -0.7 -0.7
C -2.709 -2.306 0.891 0.9 3.2 -2.5
H -2.876 0.893 0.590 -1.1 0.1 -0.4
C -2.179 0.088 0.650 0.5 0.2 -2.0
O -2.214 -1.269 -1.358 0.0 -1.8 3.0
H -1.941 -0.086 1.626 0.6 0.0 2.8
C 1.672 -0.198 -0.595 1.8 0.1 1.6
C -2.418 -1.252 0.083 -0.8 -0.4 -1.1
H -2.018 -2.228 -1.439 -0.2 0.7 -0.9
N 3.174 1.312 0.276 0.9 0.3 0.5
C 1.169 2.262 -0.921 4.0 1.7 5.2
C 2.007 1.097 -0.362 -1.4 0.1 -2.6
C 3.765 0.207 0.598 0.5 -0.6 0.6
H 0.689 2.583 0.027 -0.6 0.2 -0.7
H -1.299 0.451 0.150 0.6 0.4 -0.1
H -2.798 -3.259 0.500 -0.4 -1.9 -0.3
```
Forces are in eV/Å.

LUMO level   0.59 eV
Energy relative to the best compared isomer or geometry (same formula, charge and spin)   31.80 kcal per mole
SMILES string   Cc1cscn1.C=C(C)O
HOMO   -0.3314 hartree
Gap between HOMO and LUMO   0.3531 Ha

natural (NBO) population analysis, charges in e, atoms 1 to 2:
1 H 0.229
2 S 0.366

---

# 2
This record from OMol25 describes a gas-phase ion, C7H11O (charge -1) at a distorted geometry. The level of theory is ωB97M-V/def2-TZVPD.

```
19
Properties=species:S:1:pos:R:3:forces:R:3
H 1.285 0.649 1.737 -0.7 0.7 0.3
H -1.002 1.494 1.003 -0.2 -0.1 0.2
H 0.617 -0.917 1.812 0.0 -0.4 -0.4
O 3.253 0.254 -1.448 0.0 0.2 -0.4
C 2.793 0.137 -0.217 0.0 -0.1 0.2
C 0.590 -0.005 1.207 0.6 -0.5 0.8
H -3.947 0.058 0.976 0.4 0.6 -0.4
C -1.679 -0.389 0.369 0.4 -2.4 -0.1
H -2.736 1.140 -0.774 0.5 0.0 -0.5
H -2.527 -0.374 -1.756 0.7 -0.4 0.3
C -0.812 0.418 1.004 0.4 1.6 -0.9
H 1.013 -1.129 -0.615 0.1 0.0 0.0
H 2.852 1.064 0.440 0.3 0.0 -0.1
H 3.340 -0.660 0.353 -0.3 -0.1 0.4
H -1.348 -1.419 0.318 0.2 0.1 -0.3
H 0.865 0.582 -0.893 -0.1 0.1 0.2
C 1.258 -0.152 -0.180 -0.1 -0.4 -0.5
C -3.418 -0.584 0.258 -0.1 -0.8 0.3
C -2.612 0.051 -0.760 -2.2 1.8 0.9
```
Forces are in eV/Å.

LUMO level   2.74 eV
Energy relative to the best compared isomer or geometry (same formula, charge and spin)   86.50 kcal per mole
HOMO   -0.1016 hartree
Gap between HOMO and LUMO   0.2024 Ha
Charge   -1

natural (NBO) population analysis, charges in e, atoms 1 to 2:
1 H 0.218
2 H 0.187

---

# 3
This record from OMol25 describes a molecular structure, C7H11O3 at a distorted geometry. The level of theory is ωB97M-V/def2-TZVPD.

```
21
Properties=species:S:1:pos:R:3:forces:R:3
C -1.146 0.042 1.332 -1.0 -2.8 -1.3
O -0.777 -0.916 0.597 2.2 -0.4 -1.8
H 0.162 -1.144 -2.721 -0.5 -0.9 -0.8
H -4.244 -0.705 1.590 2.5 -0.2 0.6
H 1.077 2.917 0.359 0.3 -0.3 -0.1
C -3.106 -0.996 1.626 -2.4 -2.4 -0.2
H 2.432 1.947 -0.280 -0.6 -0.4 -0.1
O -2.256 0.089 1.930 -0.4 1.3 0.8
H 0.360 0.476 -2.368 0.3 1.0 -0.1
H -2.838 -1.323 0.605 -0.5 -0.2 0.6
H -2.855 -1.821 2.378 -0.8 1.1 -1.1
C 1.516 -0.953 -1.093 0.7 1.6 -2.5
H 1.497 -2.018 -1.088 0.4 -0.8 0.3
H 2.547 -0.506 -0.844 -1.2 -1.0 -0.6
O -0.378 1.015 1.384 1.3 3.6 1.2
H 1.743 -0.409 -3.235 -0.8 0.2 0.1
C 0.673 0.846 0.551 3.2 -0.6 -1.5
C 0.730 -0.319 -0.132 -3.6 2.3 5.2
C 1.668 1.997 0.506 -0.1 0.7 0.2
H 2.282 2.209 1.410 -0.8 -0.7 -0.1
C 0.913 -0.428 -2.507 1.9 -1.2 1.2
```
Forces are in eV/Å.

LUMO level   -3.70 eV
Energy relative to the best compared isomer or geometry (same formula, charge and spin)   12.92 kcal per mole
HOMO   -0.5135 hartree
Gap between HOMO and LUMO   0.3774 Ha
Charge   +1

natural (NBO) population analysis, charges in e, atoms 1 to 2:
1 C 1.016
2 O -0.479

---

# 4
This record from OMol25 describes a molecular structure, C7H11O4PTb at a distorted geometry. The level of theory is ωB97M-V/def2-TZVPD.

```
24
Properties=species:S:1:pos:R:3:forces:R:3
O 3.359 3.895 -0.330 -3.4 -4.7 1.6
P -0.568 -0.980 0.080 -2.2 -1.8 0.1
O 1.644 1.564 -2.803 -0.8 -0.8 3.8
Tb 1.327 1.070 0.645 -1.5 -1.5 2.1
C 2.703 2.985 -0.030 4.4 6.0 -1.9
H -1.883 -0.446 2.143 -0.2 0.0 -0.1
C 3.046 -0.459 -0.028 5.7 -5.4 -2.3
H -2.872 -0.971 0.719 0.0 0.0 0.2
O -1.097 3.329 -0.756 4.5 -3.3 2.5
H -0.026 -3.397 -0.181 -0.3 0.2 0.2
C -1.462 -0.899 -1.505 0.9 0.4 -0.1
C -0.257 2.684 -0.274 -5.6 4.4 -2.9
H -0.394 -3.023 1.514 -0.2 0.1 -0.4
O 3.842 -1.244 -0.346 -4.3 4.2 1.7
C -0.698 -2.817 0.473 1.0 0.0 0.2
H 1.131 1.131 2.884 0.8 1.0 0.5
H -2.389 -1.463 -1.372 0.2 0.0 -0.2
H 1.629 1.707 2.682 -0.7 -0.6 1.4
C 1.459 1.340 -1.696 1.0 0.7 -6.2
H -0.838 -1.282 -2.310 -0.3 -0.1 -0.2
H -1.684 0.154 -1.665 -0.3 0.0 -0.4
H -2.201 0.665 0.771 -0.4 0.2 0.2
H -1.740 -3.176 0.321 0.6 0.6 0.0
C -2.029 -0.369 1.063 1.1 0.5 0.3
```
Forces are in eV/Å.

LUMO level (alpha / beta)   -14.55 / -14.26 eV
Expectation value of S²   12.6685
Spin multiplicity   7
Energy relative to the best compared isomer or geometry (same formula, charge and spin)   11.93 kcal per mole
HOMO (alpha / beta)   -0.7958 / -0.7931 hartree
Gap between HOMO and LUMO (alpha / beta)   0.2611 / 0.2690 Ha
Charge   +3

Mulliken population analysis, charges in e, atoms 1 to 2:
1 O 0.018
2 P 0.496

---

# 5
This record from OMol25 describes a molecular structure, C7H11O5PV at a distorted geometry. The level of theory is ωB97M-V/def2-TZVPD.

```
25
Properties=species:S:1:pos:R:3:forces:R:3
H 2.847 0.066 2.346 0.2 0.0 -0.4
H 2.529 0.047 3.005 -0.2 0.0 0.4
H -3.912 -2.506 1.980 0.5 0.3 0.2
H -3.965 -1.621 3.515 0.2 0.1 -0.2
C 1.524 0.372 -1.632 8.6 2.2 -1.4
V -0.243 0.118 -1.156 -3.9 -3.8 2.9
C -1.361 0.099 -2.751 -4.5 0.2 -8.3
C -0.346 1.603 0.021 -0.6 6.5 6.1
P -2.458 -0.488 2.013 -2.6 0.2 2.3
H -2.561 -2.652 3.199 -0.3 0.3 -0.4
C -3.720 0.717 1.488 0.6 -0.4 0.3
C -1.518 0.316 3.337 0.1 0.0 -0.3
O -0.402 2.424 0.826 0.3 -3.3 -3.5
H -4.354 0.387 0.655 0.2 -0.2 0.3
O -1.662 -0.860 0.761 2.9 0.6 -3.5
H -3.228 1.663 1.229 -0.2 -0.1 0.2
H -2.246 0.444 4.139 -0.1 0.1 0.1
O -1.926 0.126 -3.760 2.7 -0.2 5.1
H -0.676 -0.231 3.765 -0.1 -0.3 -0.3
C -3.286 -1.966 2.719 0.2 0.0 -0.1
H -1.163 1.303 3.032 -0.2 0.0 0.1
C 0.202 -1.599 -0.208 0.7 -5.7 2.4
H -4.327 0.827 2.385 -0.3 0.4 -0.1
O 0.393 -2.651 0.213 -0.4 4.1 -1.7
O 2.634 0.653 -1.646 -3.9 -1.2 -0.1
```
Forces are in eV/Å.

LUMO level (alpha / beta)   -17.17 / -16.38 eV
Expectation value of S²   2.0448
Spin multiplicity   3
Energy relative to the best compared isomer or geometry (same formula, charge and spin)   41.00 kcal per mole
HOMO (alpha / beta)   -0.8039 / -0.8050 hartree
Gap between HOMO and LUMO (alpha / beta)   0.1731 / 0.2029 Ha
Charge   +3

natural (NBO) population analysis, charges in e, atoms 1 to 2:
1 H -0.032
2 H 0.034

---

# 6
This record from OMol25 describes a molecular structure, C7H11O6Sm at a distorted geometry. The level of theory is ωB97M-V/def2-TZVPD.

```
25
Properties=species:S:1:pos:R:3:forces:R:3
C 1.775 -0.783 -1.724 0.3 0.2 3.0
H 4.712 -1.885 0.571 0.0 -0.2 -0.2
C 3.189 -2.445 -0.850 0.2 -1.2 -0.1
H 2.439 -2.708 -0.094 0.1 0.2 -0.1
H -0.683 0.196 -2.654 2.7 1.4 -0.1
H 4.805 -3.558 -0.044 -0.1 0.3 0.0
O 0.826 -1.597 -1.807 -1.9 0.0 -1.1
H -2.643 3.336 3.020 -0.3 0.0 0.1
O 2.932 -1.068 -1.256 -0.4 0.8 -1.4
C -3.724 3.192 3.128 0.3 0.1 0.9
H -3.937 2.351 3.797 0.1 0.2 -0.2
H -0.217 -1.032 -0.283 -0.5 0.2 0.4
C 0.044 0.668 -1.690 -0.4 -2.0 -2.6
O -4.502 1.697 0.048 0.5 -1.3 -1.8
H 3.040 -3.086 -1.727 0.1 0.2 0.2
H -4.202 4.095 3.519 0.2 -0.2 -0.2
O -4.321 2.968 1.848 0.1 -0.8 -1.3
O 1.463 0.494 -1.658 -0.2 1.1 -1.1
C -0.544 -0.576 -1.231 0.0 -0.3 2.7
H -0.160 1.737 -1.729 -0.6 -0.3 0.7
C -3.929 1.924 1.155 -0.8 0.6 1.3
O -3.075 1.104 1.603 1.0 -1.4 -1.2
C 4.594 -2.516 -0.318 0.2 0.1 0.0
Sm -3.201 -0.300 -0.544 -0.5 2.5 2.0
H 5.320 -2.209 -1.082 -0.2 -0.1 0.2
```
Forces are in eV/Å.

LUMO level (alpha / beta)   -11.46 / -8.89 eV
Expectation value of S²   9.0940
Spin multiplicity   6
HOMO (alpha / beta)   -0.6310 / -0.6365 hartree
Gap between HOMO and LUMO (alpha / beta)   0.2097 / 0.3099 Ha
Charge   +2

Mulliken population analysis, charges in e, atoms 1 to 2:
1 C 0.815
2 H 0.333

---

# 7
This record from OMol25 describes 2 unconnected molecules or ions with the total composition C7H12 at a distorted geometry. The level of theory is ωB97M-V/def2-TZVPD.

```
19
Properties=species:S:1:pos:R:3:forces:R:3
H -1.640 -1.295 -0.531 0.7 -0.2 -0.4
C 0.307 -0.839 0.264 -0.2 1.6 0.5
H 0.969 1.891 0.549 0.2 0.1 -0.2
H 1.499 -0.660 2.066 0.0 -0.1 -0.4
H 1.416 -1.132 -1.555 -0.1 -0.1 0.2
C 1.705 1.209 0.979 -0.4 0.2 0.3
C 1.212 -1.648 -0.608 0.0 -1.1 0.7
H 2.499 1.017 0.254 -0.1 -0.1 0.0
H -2.814 1.987 -1.565 -0.1 0.1 0.2
H 0.053 0.308 1.998 0.0 0.2 0.0
C 0.896 -0.022 1.392 0.5 0.1 -0.1
H 2.175 -1.829 -0.112 -0.1 0.0 0.0
H -2.772 0.153 -1.879 0.0 0.2 -0.3
H 0.038 0.473 -1.766 0.2 0.3 -0.4
H 2.135 1.689 1.863 0.2 0.1 0.0
H 0.778 -2.633 -0.823 0.0 0.0 -0.3
C -2.441 1.015 -1.260 -0.3 -1.0 -0.5
C -0.961 -0.491 -0.112 -1.4 -1.9 -1.5
C -1.583 0.769 -0.283 1.0 1.5 2.2
```
Forces are in eV/Å.

LUMO level (alpha / beta)   4.20 / 4.05 eV
Expectation value of S²   0.7671
Spin multiplicity   2
Energy relative to the best compared isomer or geometry (same formula, charge and spin)   95.60 kcal per mole
HOMO (alpha / beta)   -0.0673 / -0.0645 hartree
Gap between HOMO and LUMO (alpha / beta)   0.2218 / 0.2133 Ha
Charge   -1

natural (NBO) population analysis, charges in e, atoms 1 to 2:
1 H 0.116
2 C -0.052

---

# 8
This record from OMol25 describes 2 unconnected molecules or ions with the total composition C7H12. The level of theory is ωB97M-V/def2-TZVPD.

```
19
Properties=species:S:1:pos:R:3:forces:R:3
H 1.886 -1.244 -0.198 -0.2 0.1 -0.1
H 2.600 0.343 -0.451 -0.2 -0.1 -0.1
C -0.927 1.512 1.140 0.0 0.2 0.1
H -2.727 0.012 0.953 0.1 0.2 -0.4
C 1.798 -0.327 -0.797 -0.1 0.0 0.0
H -0.437 -1.618 1.515 -0.1 0.2 0.1
C 0.339 0.645 0.946 0.4 0.2 0.3
H 0.281 -1.816 -2.045 0.1 -0.3 -0.3
H -1.061 1.879 2.157 0.0 -0.1 0.0
H 1.236 0.824 1.538 0.0 0.0 -0.1
H 2.045 -0.581 -1.834 -0.3 0.1 0.1
C -0.888 -0.321 -0.405 0.1 -0.1 -0.4
C -0.541 -0.659 1.023 0.1 -0.2 0.2
C 0.465 0.427 -0.570 -0.1 0.2 0.0
H 0.475 1.319 -1.212 -0.1 0.0 0.2
C -1.683 0.262 0.778 -0.2 0.1 0.0
H -0.323 -2.156 -1.801 0.1 -0.4 -0.2
H -1.478 -0.825 -1.155 0.2 -0.3 0.3
H -1.061 2.325 0.416 0.2 0.1 0.3
```
Forces are in eV/Å.

LUMO level   1.26 eV
Energy relative to the best compared isomer or geometry (same formula, charge and spin)   87.41 kcal per mole
SMILES string   C[C@@H]1[C@H]2C[C@@H]3[C@H]2[C@H]13.[H][H]
HOMO   -0.3481 hartree
Gap between HOMO and LUMO   0.3944 Ha

natural (NBO) population analysis, charges in e, atoms 1 to 2:
1 H 0.210
2 H 0.209

---

# 9
This record from OMol25 describes a single C7H12 molecule at a distorted geometry. The level of theory is ωB97M-V/def2-TZVPD.

```
19
Properties=species:S:1:pos:R:3:forces:R:3
H 3.096 -2.014 0.436 0.0 -0.4 0.4
C -0.106 0.171 1.297 -2.9 1.8 -0.5
C -1.266 1.199 1.507 1.8 -1.1 0.8
H -1.887 1.411 0.649 -0.3 -0.2 0.0
H -0.786 2.120 1.840 -0.1 0.2 -0.1
H -1.762 0.796 2.389 -0.8 0.3 -0.2
H 1.777 -1.992 1.791 0.0 -0.2 0.1
H -1.837 -0.183 -0.720 -0.2 -0.4 -0.7
C -0.375 0.867 -1.966 -0.8 -0.3 1.1
C -0.834 -0.359 -1.116 0.4 1.2 1.3
H -1.265 1.455 -2.193 0.1 -0.1 -0.6
C 0.024 -0.477 0.147 1.7 -1.0 -0.6
H -0.735 -1.261 -1.713 -0.4 -0.2 0.2
C 2.086 -1.816 0.774 -0.3 0.7 -1.1
C 1.308 -1.180 -0.110 0.5 0.2 0.9
H 0.153 0.528 -2.850 0.1 0.4 -0.1
H 0.203 1.514 -1.305 0.4 0.0 -0.4
H 1.748 -0.920 -1.074 -0.1 -0.4 -0.1
H 0.459 0.141 2.216 0.8 -0.5 -0.4
```
Forces are in eV/Å.

LUMO level   1.12 eV
Energy relative to the best compared isomer or geometry (same formula, charge and spin)   38.14 kcal per mole
SMILES string   C=C/C(=C/C)CC
HOMO   -0.3128 hartree
Gap between HOMO and LUMO   0.3540 Ha

natural (NBO) population analysis, charges in e, atoms 1 to 2:
1 H 0.199
2 C -0.161

---

# 10
This record from OMol25 describes a single C7H12 molecule at a distorted geometry. The level of theory is ωB97M-V/def2-TZVPD.

```
19
Properties=species:S:1:pos:R:3:forces:R:3
C -0.977 -1.145 -1.541 -0.7 -0.4 0.5
C -0.552 0.128 1.179 0.3 -1.2 0.3
C 1.646 0.854 0.294 -0.1 -0.2 0.7
H 1.958 0.778 1.330 0.1 0.7 0.0
H 0.931 1.568 -2.435 -0.3 0.6 0.6
H 0.837 -1.015 2.404 -0.4 -0.5 0.1
H 2.360 1.264 -0.404 0.0 -0.4 -0.3
H -1.164 -0.733 0.907 -0.4 0.4 -0.2
H -0.758 -0.551 3.217 -0.1 -0.6 0.2
C -0.120 0.070 -1.299 -0.2 1.3 -0.6
C 0.101 0.882 -2.340 0.2 -0.5 -0.4
H -0.590 -1.667 -2.388 0.4 -0.3 -0.7
H -0.466 0.761 -3.259 0.2 -0.3 -0.1
H -1.188 1.007 1.282 -0.2 0.0 0.0
H -2.035 -0.990 -1.773 0.1 0.5 0.1
C 0.035 -0.291 2.536 0.9 1.8 -0.5
H 0.543 0.572 2.989 -0.1 -0.1 0.1
C 0.423 0.392 0.048 0.1 -0.7 0.0
H -0.984 -1.884 -0.745 0.2 0.1 0.3
```
Forces are in eV/Å.

LUMO level   1.00 eV
Energy relative to the best compared isomer or geometry (same formula, charge and spin)   35.71 kcal per mole
SMILES string   C=C(C)C(=C)CC
HOMO   -0.3120 hartree
Gap between HOMO and LUMO   0.3489 Ha

natural (NBO) population analysis, charges in e, atoms 1 to 2:
1 C -0.651
2 C -0.429